Entry 1:
ORCA calculation (wB97M-V/def2-TZVPD) on a 8-piece molecular cluster, C4H24N2O9 overall in a non-equilibrium geometry.

Output
Highest occupied orbital energy (eV): -9.07
Lowest unoccupied orbital energy (eV): 0.31
SMILES: C[C@@H](CN)NC(=O)O.O.O.O.O.O.O.O
Calculated total energy (Ha): -953.51723
Gap between HOMO and LUMO (eV): 9.38

ORCA input file:
```
! wB97M-V def2-TZVPD RIJCOSX def2/J DEFGRID3
* xyz 0 1
O 0.14 -1.96 0.42
O -3.47 -1.78 -0.77
O 3.90 0.27 -1.09
O 2.48 -1.16 -2.82
O 2.09 -0.86 0.68
O -0.23 -0.91 -2.88
O -2.52 -2.29 1.61
O -2.17 0.42 -1.58
O -2.45 -0.22 3.36
N 0.09 0.27 0.42
N 0.55 3.61 2.00
C 0.88 2.27 -0.81
C -0.10 2.41 1.46
C 0.90 -0.82 0.52
C 0.82 1.57 0.54
H -0.73 0.36 -0.19
H -0.35 1.75 2.30
H -0.06 2.35 -1.35
H -3.01 0.53 3.57
H 4.43 1.05 -1.26
H 4.35 -0.31 -0.47
H -4.42 -1.73 -0.93
H -3.30 -2.20 0.11
H -2.78 -1.66 2.30
H 1.54 1.70 -1.47
H -1.05 2.78 1.08
H 1.43 3.41 2.44
H -1.71 0.23 2.95
H 3.22 -1.73 -3.03
H -0.60 -1.55 -2.28
H 2.69 -0.57 -2.07
H 0.71 -2.73 0.57
H -2.79 -0.33 -1.51
H 0.73 -0.94 -2.97
H -1.63 -2.09 1.30
H 1.79 1.42 1.00
H -1.92 0.57 -2.49
H 0.64 4.36 1.34
H 1.17 3.32 -0.77
*
```

=====

Entry 2:
ORCA calculation (wB97M-V/def2-TZVPD) on a 8-piece molecular cluster, C4H24O9 overall in a non-equilibrium geometry.

Output
Highest occupied orbital energy (eV): -10.43
Lowest unoccupied orbital energy (eV): 0.16
SMILES: OCCCCO.O.O.O.O.O.O.O
Calculated total energy (Ha): -843.84212
Gap between HOMO and LUMO (eV): 10.59

ORCA input file:
```
! wB97M-V def2-TZVPD RIJCOSX def2/J DEFGRID3
* xyz 0 1
O -1.60 -0.27 -1.00
O 2.99 -0.02 -0.37
O 0.45 -1.44 0.24
O -1.45 0.48 1.89
O 3.23 3.34 1.50
O -0.75 -0.15 -3.62
O 0.31 3.20 1.83
O 3.13 0.86 2.40
O -3.15 2.06 -0.09
C 0.67 -2.46 -0.66
C -2.38 -1.46 -0.88
C -0.56 -3.47 -0.75
C -1.84 -2.77 -1.30
H -0.72 -3.88 0.25
H -0.96 1.21 1.98
H 1.61 -2.86 -0.26
H -2.22 0.52 -0.67
H -0.23 -4.32 -1.35
H -2.69 -3.49 -1.60
H 2.98 0.33 1.46
H -1.13 -0.10 1.26
H -2.54 2.21 0.73
H -3.53 2.85 -0.27
H 3.30 2.39 1.91
H 2.91 0.31 3.13
H -3.29 -1.17 -1.43
H 0.11 0.31 -3.56
H 0.94 -2.10 -1.68
H -1.20 -0.15 -2.83
H 2.01 0.29 -0.30
H 1.14 3.70 1.44
H -1.57 -2.63 -2.52
H 0.45 3.10 2.73
H 2.96 -0.91 0.23
H 3.52 3.28 0.58
H -0.07 -0.77 -0.29
H -2.48 -1.59 0.30
*
```

=====

Entry 3:
ORCA calculation (wB97M-V/def2-TZVPD) on a 9-piece molecular cluster, C4H25N2O10 overall in a non-equilibrium geometry.

Output
Highest occupied orbital energy (eV): -5.99
Lowest unoccupied orbital energy (eV): 3.16
Calculated total energy (Ha): -1029.48063
Gap between HOMO and LUMO (eV): 9.15

ORCA input file:
```
! wB97M-V def2-TZVPD RIJCOSX def2/J DEFGRID3
* xyz -1 1
O -2.07 -0.71 4.20
O 3.74 1.66 0.14
O 0.20 0.43 3.32
O 1.97 -0.58 0.05
O -0.87 2.22 1.63
O -2.21 -1.66 1.71
O -2.76 0.71 0.57
O 0.43 -1.42 1.40
O 2.93 0.50 -2.16
O 1.10 1.93 -0.18
N -0.75 1.45 -2.41
N 0.39 -1.82 -2.04
C 0.72 -2.45 -0.75
C 1.08 -1.40 0.33
C -0.91 0.09 -2.98
C -0.90 -1.06 -1.97
H -0.57 0.04 3.77
H 1.18 -1.23 -2.35
H 2.22 1.14 -2.26
H -1.44 1.68 -1.73
H -2.70 0.00 4.18
H -1.68 -1.79 -2.20
H -0.53 1.60 2.29
H -1.24 -1.73 1.53
H -2.16 -1.18 3.29
H 3.50 0.93 0.71
H -2.45 0.75 -0.35
H -1.84 0.06 -3.56
H 3.72 1.34 -0.77
H -2.48 -0.83 1.32
H 0.12 1.58 -1.99
H 0.46 -0.22 2.62
H 2.61 -0.03 -1.40
H 1.60 -3.12 -0.86
H -2.08 1.33 1.01
H 1.93 2.38 -0.01
H -1.13 -0.69 -0.92
H -0.19 2.19 0.94
H 1.31 1.00 0.03
H -0.13 -3.04 -0.42
H -0.12 -0.03 -3.73
*
```

=====

Entry 4:
ORCA calculation (wB97M-V/def2-TZVPD) on a 9-piece molecular cluster, C4H25N2O9S overall in a non-equilibrium geometry.

Output
Highest occupied orbital energy (eV): -3.85
Lowest unoccupied orbital energy (eV): 2.39
Calculated total energy (Ha): -1352.34410
Gap between HOMO and LUMO (eV): 6.24

ORCA input file:
```
! wB97M-V def2-TZVPD RIJCOSX def2/J DEFGRID3
* xyz -1 1
S 3.92 0.04 -1.01
O -1.76 1.05 -2.72
O -2.68 -1.70 1.60
O -0.80 1.53 -0.18
O -0.30 -0.53 -4.44
O -4.03 2.05 -0.81
O 2.68 -1.67 3.64
O 3.50 -2.21 0.98
O -3.70 -1.07 -1.91
O -1.63 -4.42 0.22
N 0.82 -0.69 0.34
N 0.35 2.59 1.42
C 0.25 1.61 0.43
C 2.32 1.04 -0.85
C 1.44 2.76 2.37
C 1.47 0.62 0.34
H 0.27 -1.03 -3.82
H 1.68 1.80 2.82
H 3.80 -2.94 0.44
H -1.03 1.18 -2.10
H -2.47 1.66 -2.53
H -0.40 3.26 1.46
H -3.26 -0.42 -2.48
H 3.68 -1.33 0.51
H 1.64 0.93 -1.70
H -1.92 -4.14 1.09
H 1.29 3.55 3.11
H -3.75 -1.82 -2.50
H 0.28 -0.82 -0.50
H 2.61 2.10 -0.97
H 1.50 -1.42 0.53
H -0.95 -0.06 -3.90
H -4.66 1.59 -0.26
H 1.81 -1.66 3.22
H -1.60 -3.56 -0.21
H 2.00 0.76 1.26
H -2.91 -1.12 0.86
H -3.18 2.22 -0.40
H -1.88 -1.26 1.91
H 3.26 -1.67 2.84
H 2.33 3.20 1.89
*
```

=====

Entry 5:
ORCA calculation (wB97M-V/def2-TZVPD) on C4H26B4O2Zr as an isolated structure in a non-equilibrium geometry.

Output
Highest occupied orbital energy (eV): -10.45
Lowest unoccupied orbital energy (eV): 0.35
Calculated total energy (Ha): -464.63015
Gap between HOMO and LUMO (eV): 10.81

ORCA input file:
```
! wB97M-V def2-TZVPD RIJCOSX def2/J DEFGRID3
* xyz 0 1
Zr 0.53 0.40 0.70
O -1.07 0.68 -1.41
O -0.36 -1.59 -0.20
C -1.40 1.75 -2.28
C -1.85 -0.50 -1.66
C 0.12 -2.88 0.29
C -0.97 -1.71 -1.47
B 1.92 -0.01 2.40
B -1.32 0.04 1.96
B 2.12 -0.07 -0.79
B 0.35 2.61 0.43
H 0.96 2.28 -0.42
H 1.75 -0.89 -0.16
H 2.67 0.39 1.70
H 2.44 -0.25 3.35
H 0.23 3.71 0.38
H -0.13 -1.80 -2.16
H 2.90 -0.49 -1.46
H 1.46 -0.90 1.97
H -2.21 -0.12 2.60
H -0.67 -3.63 0.33
H -2.77 -0.54 -1.08
H 0.90 -3.23 -0.38
H -1.80 1.48 -3.26
H 1.25 0.37 -1.31
H -1.58 0.08 0.89
H -2.19 -0.65 -2.69
H 0.61 -2.81 1.26
H -0.72 0.92 2.22
H -0.58 2.43 -2.53
H 2.41 0.79 -0.18
H -0.61 -0.80 2.04
H -1.57 -2.61 -1.62
H 0.83 2.31 1.38
H -2.17 2.34 -1.78
H -0.64 2.13 0.40
H 1.15 0.77 2.55
*
```

=====

Entry 6:
ORCA calculation (wB97M-V/def2-TZVPD) on a 9-piece molecular cluster, C4H26N2O10 overall in a non-equilibrium geometry.

Output
Highest occupied orbital energy (eV): -9.78
Lowest unoccupied orbital energy (eV): -0.25
SMILES: CNCC(=O)NCO.O.O.O.O.O.O.O.O
Calculated total energy (Ha): -1029.84553
Gap between HOMO and LUMO (eV): 9.52

ORCA input file:
```
! wB97M-V def2-TZVPD RIJCOSX def2/J DEFGRID3
* xyz 0 1
O 3.01 -1.56 -2.29
O 0.51 -1.16 -2.30
O -1.62 1.03 -2.99
O 1.82 -0.58 1.06
O 2.11 3.18 2.65
O 0.69 -4.00 -0.46
O -2.45 -0.47 2.18
O -1.06 -3.09 1.97
O -2.88 2.85 -0.02
O -2.54 -2.35 -1.37
N 1.01 2.46 -0.20
N -0.15 0.14 1.85
C 0.83 0.13 0.91
C 2.37 2.69 -0.81
C -1.56 0.47 1.62
C 0.72 1.01 -0.29
H 2.29 -1.77 -1.71
H 2.07 3.28 1.67
H -0.65 -2.71 2.75
H -1.28 1.34 -3.85
H 1.36 -3.31 -0.43
H -2.35 2.53 -0.77
H 2.28 3.75 -1.15
H -1.83 -2.53 1.93
H 1.30 0.56 -1.12
H -2.15 -3.08 -0.86
H -1.78 1.48 2.01
H 3.15 2.72 -0.07
H 3.29 -0.67 -2.12
H 1.17 2.89 2.66
H 2.68 2.09 -1.67
H 0.37 -3.98 0.45
H -2.09 0.24 -3.29
H 0.66 -2.13 -2.41
H -3.25 -0.65 1.62
H -2.36 2.81 0.78
H -1.77 0.43 0.57
H -1.83 -1.70 -1.49
H 0.41 3.06 -0.70
H 0.10 -1.08 -3.17
H -0.10 -0.34 2.73
H -0.34 1.02 -0.57
*
```

=====

Entry 7:
ORCA calculation (wB97M-V/def2-TZVPD) on a 8-piece molecular cluster, C4H26N2O9 overall in a non-equilibrium geometry.

Output
Highest occupied orbital energy (eV): -8.91
Lowest unoccupied orbital energy (eV): 0.21
SMILES: OCNCCNCO.O.O.O.O.O.O.O
Calculated total energy (Ha): -954.59895
Gap between HOMO and LUMO (eV): 9.12

ORCA input file:
```
! wB97M-V def2-TZVPD RIJCOSX def2/J DEFGRID3
* xyz 0 1
O 1.63 2.41 -1.83
O 1.52 1.16 -4.17
O -3.08 1.35 0.42
O 2.39 -3.19 0.52
O 1.12 -0.14 -1.20
O -2.02 0.07 -3.14
O 1.36 -1.76 3.59
O 3.61 0.17 2.26
O -2.46 -2.93 -0.56
N -0.23 -1.23 0.33
N -1.25 2.15 1.77
C -0.32 1.25 1.12
C -0.18 -0.76 -1.02
C -0.67 -0.25 1.37
C -2.61 2.36 1.30
H 1.97 -2.24 3.02
H 2.67 0.04 2.44
H 0.65 1.40 1.60
H 2.47 -2.38 0.00
H 4.01 0.00 3.12
H -2.61 -2.09 -0.11
H -1.73 -0.52 1.42
H -2.72 0.36 -3.73
H -3.33 2.26 2.10
H -0.19 -1.51 -1.81
H -1.74 -0.65 -3.72
H 0.73 1.70 -4.10
H 1.23 0.12 -2.12
H 2.13 3.11 -1.39
H 0.70 -1.54 0.59
H 2.20 1.73 -3.82
H -2.63 1.30 -0.40
H -1.51 -2.90 -0.41
H -2.58 3.32 0.78
H -0.34 -0.60 2.34
H 1.46 1.64 -1.27
H -0.99 -0.05 -1.12
H 0.48 -2.10 3.39
H -0.22 1.37 0.05
H 1.48 -3.15 0.82
H -1.17 1.96 2.76
*
```

=====

Entry 8:
ORCA calculation (wB97M-V/def2-TZVPD) on a 8-piece molecular cluster, C4H27N2O7 overall in a non-equilibrium geometry.

Output
Highest occupied orbital energy (eV): -11.45
Lowest unoccupied orbital energy (eV): -2.66
Calculated total energy (Ha): -804.44805
Gap between HOMO and LUMO (eV): 8.78

ORCA input file:
```
! wB97M-V def2-TZVPD RIJCOSX def2/J DEFGRID3
* xyz 1 1
O -4.00 2.00 -0.70
O 0.06 3.31 2.09
O 3.73 -0.53 2.84
O -2.37 -4.05 0.42
O 0.39 -3.36 -0.96
O -0.92 -2.11 -3.68
O 2.21 2.24 2.70
N -1.22 -1.25 -1.08
N 0.80 0.53 0.45
C -1.53 0.16 -0.53
C -0.66 0.60 0.61
C 1.09 1.21 -0.92
C 2.65 1.15 -1.00
H 2.84 2.84 2.15
H 1.23 1.04 1.24
H -1.48 0.88 -1.37
H -2.57 0.11 -0.14
H -1.01 1.67 1.11
H -0.13 -4.21 -1.02
H -1.51 -1.95 -0.29
H -4.15 2.88 -1.13
H 3.21 0.28 -1.30
H -2.50 -4.53 1.28
H -1.89 -1.46 -1.91
H 0.16 3.24 3.03
H -0.83 0.11 1.63
H 2.90 1.56 0.03
H 1.27 -3.48 -0.53
H 2.88 -0.42 2.48
H 0.81 2.35 -0.83
H 2.83 1.79 -1.96
H -5.03 1.76 -0.53
H 0.34 4.19 1.92
H -0.24 -1.51 -1.34
H -2.98 -3.30 0.60
H 2.55 1.93 3.55
H -0.19 -2.76 -3.62
H 0.45 0.58 -1.70
H 4.00 -1.50 2.94
H -1.19 -1.99 -4.52
*
```

=====

How do the records compare in energy relative to the best compared isomer or geometry (same formula, charge and spin)? In the order shown, they have 20.3, 92.5, 0.0, 42.2, 68.1, 106.7, 89.1, 110.7 kcal per mole.